Record 1
Below is a structure of composition C17H22BN4O11Pt at a distorted geometry, with properties calculated with ωB97M-V/def2-TZVPD.

XYZ file:
```
56
Properties=species:S:1:pos:R:3:lowdin_charge:R:1
Pt -1.20886 -0.75050 -0.91714 1.274
C 3.56706 -2.30157 -2.35863 -0.103
C 2.63267 -1.11987 -2.48553 -0.241
C 1.27845 -1.51733 -2.48839 -0.198
N 0.13769 -1.80557 -2.39000 0.122
H 4.62732 -1.97705 -2.32901 0.081
H 3.45586 -3.01521 -3.20007 0.087
H 3.38242 -2.88024 -1.44523 0.076
H 2.82373 -0.55799 -3.41769 0.124
H 2.77249 -0.38669 -1.65679 0.146
C -3.86437 -0.55487 -2.39475 -0.080
O -3.66584 -1.85051 -1.76752 -0.109
C -2.56951 -2.20930 -1.06766 -0.637
O -2.46627 -3.30588 -0.59691 0.016
H -4.85475 -0.62107 -2.87257 0.086
H -3.11058 -0.31651 -3.15930 0.085
H -3.95078 0.25719 -1.65777 0.073
C 0.83770 -3.68462 3.07802 -0.023
C -0.07586 -2.45959 2.98984 -0.423
C -1.25128 -2.52118 3.94865 -0.022
O -0.71363 -2.52122 1.65359 0.081
B -0.53340 -1.33925 0.99810 -0.609
O 0.22326 -0.46121 1.73902 0.075
C 0.71727 -1.08302 2.96076 -0.448
C 0.38334 -0.10572 4.09100 -0.015
C 2.22316 -1.24726 2.80572 -0.024
H 0.24852 -4.62579 3.15214 0.097
H 1.47933 -3.67393 3.99096 0.094
H 1.50283 -3.75868 2.20558 0.086
H -1.82919 -3.45440 3.81236 0.098
H -1.95537 -1.67413 3.81955 0.102
H -0.92348 -2.49010 5.00987 0.092
H -0.71478 0.12493 4.14870 0.104
H 0.94093 0.84313 3.99883 0.094
H 0.66611 -0.57698 5.05575 0.090
H 2.45359 -1.90856 1.95183 0.087
H 2.65846 -1.72811 3.69635 0.087
H 2.73017 -0.27670 2.63999 0.100
O -1.16450 6.94202 -1.08950 0.033
N -0.55917 6.30926 -1.99424 -0.308
O -0.01805 6.86137 -2.98158 0.032
C -0.49266 4.87002 -1.86959 -0.176
C 0.26435 4.14867 -2.74863 0.044
C 0.29884 2.78644 -2.59480 -0.089
C -0.29496 2.03680 -1.55034 -0.221
O -0.01083 0.77141 -1.23717 -0.252
C -1.08896 2.86325 -0.76683 -0.074
C -1.15724 4.26501 -0.82882 0.074
N -1.95881 2.27054 0.22624 -0.370
O -2.34079 1.03773 0.16524 -0.171
O -2.34598 2.98218 1.15531 -0.035
N 1.04653 2.15700 -3.63432 -0.319
O 0.91635 0.93302 -3.75877 0.032
O 1.75222 2.83556 -4.39126 0.035
H 0.81498 4.64056 -3.53080 0.124
H -1.71576 4.82452 -0.11181 0.114
```

As for the frontier orbital gap (spin up / spin down): 4.9438 / 7.5412 eV. For the HOMO energy (spin up / spin down), the calculation gives -2.95 / -5.58 eV. Its energy above the lowest of the compared OMol25 structures with the same formula, charge and spin is 0.135 eV. Its charge is -1. Its spin multiplicity is 3.

Record 2
Below is a cluster of 3 separate species, C17H22F16IO6P in total at a distorted geometry, with properties calculated with ωB97M-V/def2-TZVPD.

XYZ file:
```
63
Properties=species:S:1:pos:R:3:lowdin_charge:R:1
F 4.39533 0.08770 2.89764 0.099
C 5.28119 1.06674 3.16233 -0.304
F 4.88301 2.17528 2.49506 0.092
C 6.69788 0.70826 2.70530 -0.442
F 6.75115 0.63470 1.35854 0.134
F 7.46564 1.77280 3.07717 0.102
C 7.37186 -0.52919 3.32259 -0.039
O 7.37429 -1.75291 2.60112 0.047
C 6.34708 -2.66685 2.66839 -0.539
F 5.47496 -2.38232 3.65485 0.151
F 6.90797 -3.85880 2.96786 0.143
C 5.64569 -2.85919 1.31818 -0.288
F 5.17551 -1.69362 0.83790 0.102
F 4.60217 -3.70281 1.48879 0.100
H 5.26560 1.28167 4.23471 0.173
H 8.42711 -0.26575 3.35886 0.148
H 7.06451 -0.67716 4.35766 0.147
H 6.34260 -3.28547 0.59351 0.175
F -5.75117 -4.26791 -3.38310 0.100
C -6.62470 -5.11111 -2.80286 -0.309
F -7.66945 -5.27475 -3.65001 0.094
C -7.15733 -4.57461 -1.47062 -0.443
F -7.91787 -3.47993 -1.67560 0.137
F -7.98660 -5.55589 -1.00765 0.098
C -6.15156 -4.30983 -0.33653 -0.044
O -5.69442 -2.98846 -0.09977 0.049
C -4.61635 -2.43445 -0.75813 -0.529
F -3.92721 -3.36448 -1.45577 0.143
F -3.78388 -1.96635 0.19350 0.124
C -5.00509 -1.23206 -1.62289 -0.280
F -5.95379 -1.56656 -2.52265 0.100
F -3.90676 -0.81999 -2.30015 0.089
H -6.14368 -6.08242 -2.65512 0.171
H -6.70978 -4.53956 0.56917 0.147
H -5.32408 -5.01872 -0.36604 0.145
H -5.37107 -0.42071 -0.99638 0.150
C 2.91193 2.40735 -0.13644 -0.063
C 2.26325 2.57899 -1.48408 -0.300
O 0.97028 2.04316 -1.39375 -0.241
C 0.13436 2.34172 -2.49040 -0.226
C -1.34837 2.31953 -2.14025 -0.211
C -1.79562 2.52451 -0.71215 -0.871
I -1.17021 0.82414 0.52768 1.011
O -3.24085 2.46746 -0.84451 -0.171
C -3.99898 2.24648 0.26462 -0.382
O -5.01105 1.55690 0.21420 0.062
P -1.48289 4.19921 0.09965 0.894
C 0.00282 4.94905 -0.62485 -0.244
O -0.95603 3.80339 1.61099 -0.371
H 3.94013 2.72711 -0.14125 0.077
H 2.81234 1.37656 0.16095 0.078
H 2.31826 2.96520 0.57370 0.067
H 2.85616 2.08166 -2.25215 0.124
H 2.24649 3.63792 -1.73012 0.104
H 0.44487 3.28034 -2.93222 0.103
H 0.29314 1.59765 -3.26443 0.127
H -1.89962 3.01970 -2.75206 0.127
H -1.73034 1.34995 -2.41777 0.101
H -3.75804 2.82100 1.16131 0.122
H 0.91768 4.55784 -0.21544 0.025
H -0.03717 5.99110 -0.34721 0.036
H -0.00355 4.91591 -1.70181 0.036
H -1.45776 4.37087 2.20799 0.045
```

As for the frontier orbital gap: 8.9782 eV. For the HOMO energy, the calculation gives -8.83 eV. Its energy above the lowest of the compared OMol25 structures with the same formula, charge and spin is 0.000 eV. Its charge is 0. Its spin multiplicity is 1. As for the SMILES: FC(F)C(F)(F)COC(F)(F)C(F)F.FC(F)C(F)(F)COC(F)(F)C(F)F.CCOCC[C@](I)(OC=O)P(C)O.

Record 3
Below is a structure of composition C17H22F3NO13YZr2 at a distorted geometry, with properties calculated with ωB97M-V/def2-TZVPD.

XYZ file:
```
59
Properties=species:S:1:pos:R:3:lowdin_charge:R:1
Y 11.76177 10.70673 11.17648 1.741
Zr 9.47775 9.78687 7.88048 1.934
Zr 12.74873 5.18285 6.94914 2.112
O 10.14608 10.83659 10.06487 -0.796
C 3.17388 14.25689 8.33576 0.218
C 4.46716 14.26226 8.51235 0.182
O 8.01355 9.27541 7.32493 -0.402
H 2.64383 13.82127 9.19958 0.142
H 2.60665 14.50196 7.42360 0.152
H 4.67082 13.49617 9.26244 0.117
H 5.27371 14.61421 7.93014 0.104
O 12.42465 5.92882 8.54226 -0.416
C 12.84908 7.02665 9.46909 -0.126
C 12.35996 8.34194 8.87588 -0.220
O 12.60436 9.32376 9.99612 -0.445
H 13.93485 6.97370 9.34742 0.124
H 12.41862 6.83494 10.43794 0.138
H 11.34024 8.21255 8.52994 0.034
H 13.03423 8.61476 8.03782 0.131
N 10.74719 3.02776 15.07684 0.171
C 9.43200 3.18969 15.71801 0.248
C 8.54890 3.87712 14.84384 0.044
C 9.22566 4.04830 13.68361 0.088
C 10.65084 3.52960 13.80092 0.197
H 11.48764 2.61367 15.65257 0.213
H 9.27080 3.02943 16.81023 0.205
H 7.51780 4.14809 15.17420 0.186
H 8.83910 4.66549 12.91106 0.125
H 11.48968 3.56396 13.10727 0.162
C 16.43532 11.96158 7.50486 -0.021
C 15.91074 10.54382 7.84772 -0.323
O 16.91426 9.93509 8.58996 0.086
C 18.02539 10.78148 8.67137 -0.489
O 18.99952 10.46652 9.24321 0.236
O 17.69425 12.00627 8.17154 0.107
F 15.62124 9.82978 6.70934 0.020
H 15.82933 12.72112 7.94950 0.131
H 16.56862 12.13128 6.43074 0.158
H 14.98918 10.51675 8.45071 0.142
C 17.62392 6.81773 5.29945 0.213
C 17.64450 5.34694 5.41937 -0.071
O 15.91404 5.23384 5.51598 0.180
C 15.72047 6.20856 6.27493 -0.618
O 14.38537 6.42229 6.70744 -0.206
O 16.53418 7.04885 6.46315 0.195
F 18.08285 4.87227 6.53099 0.225
H 17.02835 7.22817 4.45321 0.193
H 18.40599 7.46708 5.64418 0.176
H 18.03897 4.75216 4.60693 0.207
C 17.65640 7.11559 11.42269 0.006
C 17.72233 8.49788 12.02424 -0.239
O 16.46319 9.09135 11.56740 0.152
C 15.66777 8.05721 11.27371 -0.618
O 14.51124 8.24142 11.12073 0.083
O 16.23304 6.87087 11.19361 0.100
F 18.78449 9.26499 11.66611 0.121
H 18.05208 6.29210 11.99978 0.154
H 18.20978 7.14097 10.47714 0.152
H 17.69788 8.45337 13.11044 0.183
```

As for the frontier orbital gap: 1.1027 eV. For the HOMO energy, the calculation gives -22.66 eV. Its charge is +7. Its spin multiplicity is 1.